(1)
Here is a structure of composition C7H20InS from OMol25. Energies are from ωB97M-V/def2-TZVPD.

## Properties
Gap between HOMO and LUMO (Eh): 0.273
Energy (Eh): -867.03487
E_HOMO (eV): -4.32
Lowest unoccupied orbital energy (eV): 3.12

```
! wB97M-V def2-TZVPD RIJCOSX def2/J DEFGRID3
* xyz -1 1
C -2.27 -0.39 5.51
In -1.60 -0.81 3.48
S -2.04 1.25 2.07
H -2.65 -1.30 5.98
H -1.46 0.00 6.12
H -3.08 0.35 5.53
H 0.13 -1.16 3.43
H -2.52 -2.08 2.69
H -1.68 2.12 3.02
C 1.45 -0.41 0.36
C 0.22 -0.36 -0.54
C 0.42 -1.03 -1.90
C 1.54 -0.43 -2.75
C 1.43 1.08 -2.99
C 0.14 1.49 -3.68
H 2.31 0.12 -0.07
H 1.23 0.02 1.33
H 1.76 -1.45 0.53
H -0.09 0.68 -0.67
H -0.61 -0.84 -0.02
H -0.52 -0.99 -2.46
H 0.63 -2.09 -1.75
H 1.56 -0.94 -3.72
H 2.51 -0.64 -2.28
H 2.29 1.41 -3.58
H 1.50 1.60 -2.03
H 0.03 0.97 -4.64
H 0.11 2.56 -3.88
H -0.74 1.25 -3.08
*
```

(2)
Here is a structure of composition C7H20N2O in a non-equilibrium geometry from OMol25. Energies are from ωB97M-V/def2-TZVPD.

## Properties
Gap between HOMO and LUMO (Eh): 0.292
Energy (Eh): -463.35436
E_HOMO (eV): -7.04
Energy above the lowest of the compared OMol25 structures with the same formula, charge and spin (kJ/mol): 282.87
Lowest unoccupied orbital energy (eV): 0.89

```
! wB97M-V def2-TZVPD RIJCOSX def2/J DEFGRID3
* xyz 0 1
C 1.74 -0.17 -0.74
C 0.93 -1.27 0.81
C 2.06 1.10 0.02
C 2.96 -1.02 -1.04
N 0.92 0.05 -1.81
O 0.23 -0.60 1.88
H 0.78 0.15 2.16
H -0.35 0.07 -1.44
H 0.96 -0.72 -2.47
H 1.88 -1.66 1.21
H 0.36 -2.18 0.59
H 1.15 1.64 0.27
H 3.57 -0.53 -1.81
H 2.61 0.88 0.93
H 2.66 1.75 -0.61
H 3.58 -1.17 -0.16
H 2.67 -2.00 -1.43
C -2.39 0.52 -0.13
C -1.71 1.79 0.39
C -3.10 -0.23 0.99
N -1.38 -0.34 -0.77
H -3.11 0.80 -0.91
H -1.83 -1.12 -1.25
H -0.72 -0.77 -0.06
H -2.46 2.48 0.78
H -2.37 -0.52 1.75
H -1.17 2.30 -0.41
H -1.02 1.54 1.19
H -3.58 -1.14 0.61
H -3.86 0.39 1.45
*
```

(3)
Here is a cluster of 2 separate species, C7H20N2OSi2 in total in a non-equilibrium geometry from OMol25. Energies are from ωB97M-V/def2-TZVPD.

## Properties
Gap between HOMO and LUMO (Eh): 0.329
Energy (Eh): -1042.46414
E_HOMO (eV): -8.36
Energy above the lowest of the compared OMol25 structures with the same formula, charge and spin (kJ/mol): 351.54
Lowest unoccupied orbital energy (eV): 0.60

```
! wB97M-V def2-TZVPD RIJCOSX def2/J DEFGRID3
* xyz 0 1
C -0.15 -2.02 0.47
C 1.88 1.71 -1.09
C 2.53 -0.16 1.71
C 2.50 -1.48 -1.14
C -1.65 2.20 1.29
C -2.27 1.29 -1.45
C -2.64 -0.72 0.78
N -0.41 -2.61 -0.66
N 0.07 -0.08 0.02
O 0.13 -2.35 1.54
Si 1.86 0.11 -0.13
Si -1.47 0.68 0.23
H 1.96 2.50 -0.31
H 2.63 1.82 -1.87
H 0.98 1.94 -1.62
H 3.54 0.21 1.73
H 1.83 0.33 2.36
H 2.54 -1.19 1.95
H 1.60 -1.94 -1.52
H 3.31 -1.31 -1.89
H 3.03 -2.05 -0.34
H -0.67 2.69 1.54
H -2.31 2.89 0.78
H -1.93 2.08 2.34
H -1.97 0.98 -2.46
H -3.35 1.01 -1.20
H -2.26 2.38 -1.38
H -3.70 -0.51 0.54
H -2.29 -1.54 0.07
H -2.52 -1.13 1.84
H -0.24 -2.14 -1.50
H -0.57 -3.59 -0.65
*
```

(4)
Here is a cluster of 2 separate species, C7H20N3 in total in a non-equilibrium geometry from OMol25. Energies are from ωB97M-V/def2-TZVPD.

## Properties
Gap between HOMO and LUMO (Eh): 0.303
Energy (Eh): -442.59770
E_HOMO (eV): -11.35
Energy above the lowest of the compared OMol25 structures with the same formula, charge and spin (kJ/mol): 503.55
Lowest unoccupied orbital energy (eV): -3.09

```
! wB97M-V def2-TZVPD RIJCOSX def2/J DEFGRID3
* xyz 1 1
C -2.24 -1.45 -1.38
C 0.12 -1.04 1.10
C -1.68 1.13 1.71
C -2.01 1.57 -0.67
C -0.78 -1.00 -1.16
C 2.41 -0.30 -0.02
C -0.57 -0.31 0.21
N 3.55 -1.07 0.00
N -1.07 0.93 0.45
N 2.65 1.25 0.23
H -2.68 -1.62 -0.33
H -2.74 -0.66 -1.79
H -2.30 -2.29 -2.09
H 0.28 -2.10 1.01
H 1.47 -0.50 0.68
H 0.29 -0.93 2.16
H -2.33 1.98 1.41
H -2.34 0.33 2.14
H -0.98 1.45 2.45
H -3.06 1.40 -0.34
H -1.66 2.61 -0.72
H -1.71 1.06 -1.58
H -0.05 -1.80 -1.00
H -0.55 -0.45 -2.04
H 2.04 -0.25 -1.18
H 4.20 -1.01 -0.71
H 3.76 -1.74 0.67
H 3.18 1.61 -0.56
H 1.71 1.62 0.28
H 3.08 1.59 1.09
*
```

(5)
Here is a cluster of 2 separate species, C7H20N3 in total in a non-equilibrium geometry from OMol25. Energies are from ωB97M-V/def2-TZVPD.

## Properties
Gap between HOMO and LUMO (Eh): 0.385
Energy (Eh): -442.67101
E_HOMO (eV): -13.45
Energy above the lowest of the compared OMol25 structures with the same formula, charge and spin (kJ/mol): 311.08
Lowest unoccupied orbital energy (eV): -2.96

```
! wB97M-V def2-TZVPD RIJCOSX def2/J DEFGRID3
* xyz 1 1
C 0.49 -2.33 -0.54
C -1.49 -1.67 0.73
C 0.59 0.07 1.67
C 0.83 0.97 -1.95
C 2.01 1.62 0.07
C -0.54 -1.21 -0.34
C 0.37 0.03 0.20
N -1.53 2.07 1.22
N 1.07 0.75 -0.54
N -1.40 -0.82 -1.45
H 0.32 -2.69 -1.47
H 1.53 -1.96 -0.58
H 0.36 -3.15 0.22
H -0.81 -2.18 1.48
H -2.08 -2.45 0.44
H -2.05 -0.87 1.15
H -0.06 -0.53 2.35
H 0.44 1.14 1.94
H 1.64 -0.17 1.87
H 1.56 0.42 -2.59
H -0.13 0.53 -2.13
H 0.77 2.07 -2.11
H 1.32 2.33 0.59
H 2.94 1.24 0.56
H 2.54 2.06 -0.83
H -1.48 2.75 2.03
H -1.55 2.71 0.40
H -2.51 1.66 1.26
H -2.26 -1.42 -1.31
H -0.88 -0.97 -2.36
*
```

(6)
Here is a cluster of 2 separate species, C7H20N6 in total in a non-equilibrium geometry from OMol25. Energies are from ωB97M-V/def2-TZVPD.

## Properties
Gap between HOMO and LUMO (Eh): 0.359
Energy (Eh): -606.58108
E_HOMO (eV): -16.33
Energy above the lowest of the compared OMol25 structures with the same formula, charge and spin (kJ/mol): 0.00
Lowest unoccupied orbital energy (eV): -6.56

```
! wB97M-V def2-TZVPD RIJCOSX def2/J DEFGRID3
* xyz 2 1
C 2.97 -0.83 1.08
C -1.22 0.58 -0.22
C 0.27 1.16 -2.05
C -0.65 2.93 -0.67
C 0.41 -2.45 -0.75
C -2.40 -1.51 -0.62
C -2.42 0.28 1.83
N 3.63 -1.31 2.13
N -0.36 1.51 -0.76
N 0.12 -1.27 -0.45
N -1.13 -0.75 -0.35
N 3.50 -0.05 0.12
N -2.29 1.00 0.48
H -0.27 0.38 -2.56
H 0.44 2.05 -2.85
H 1.30 0.81 -1.83
H 0.02 3.56 -1.13
H -1.71 3.20 -1.16
H -0.73 3.22 0.35
H 2.00 -1.27 0.96
H -0.33 -3.26 -1.02
H 1.42 -2.63 -0.69
H -2.69 -1.99 0.37
H -3.26 -0.79 -0.96
H -2.03 -2.33 -1.27
H -1.49 0.49 2.44
H -2.65 -0.74 1.68
H -3.15 0.81 2.39
H 3.08 -1.94 2.71
H 4.52 -0.97 2.51
H 4.45 0.12 0.44
H 3.14 0.07 -0.85
H -2.48 1.93 0.69
*
```